Entry 1:
Density functional theory data (ωB97M-V/def2-TZVPD) for a structure of composition C25H50N2P2V.

Calculated values
DFT total energy   -73976.8048 eV
Energy relative to the best compared isomer or geometry (same formula, charge and spin)   37.72 kJ/mol
Orbital gap (alpha / beta)   6.37 / 6.75 eV
2S+1   4

Cartesian coordinates (Å):
C 0.989 3.066 -4.128
C -0.285 2.596 -3.819
C -0.438 1.501 -2.950
C 0.708 0.919 -2.410
C 1.985 1.383 -2.735
C 2.136 2.482 -3.583
C -1.798 1.004 -2.585
C -1.961 -0.463 -2.109
N -1.566 -1.486 -3.059
V 0.280 -0.523 -0.911
C 3.145 0.674 -2.109
P 2.515 -0.999 -1.548
H -1.173 3.075 -4.240
H 3.143 2.863 -3.793
H 1.106 3.917 -4.793
H 3.514 1.211 -1.218
H 3.994 0.539 -2.793
H -2.195 1.610 -1.747
H -2.485 1.140 -3.439
H -1.602 -0.672 -1.023
C 3.896 -1.579 -0.539
C 2.705 -1.960 -3.088
H -3.063 -0.592 -1.975
C -0.858 -1.266 -4.295
C -2.357 -2.693 -3.068
H 0.759 -2.164 -0.483
H -1.337 -1.825 -5.116
H -0.815 -0.226 -4.624
H 0.176 -1.653 -4.221
H -2.619 -3.032 -4.083
H -1.813 -3.521 -2.583
H -3.311 -2.565 -2.533
H 3.775 -2.053 -3.314
H 2.268 -2.954 -2.931
H 2.193 -1.459 -3.920
H 4.821 -1.503 -1.127
H 3.986 -0.965 0.370
H 3.720 -2.626 -0.263
H -0.100 -2.172 -0.303
C 0.944 3.091 1.219
C -0.440 2.690 1.735
C -0.822 3.367 3.068
C -1.473 3.059 0.661
P -0.459 0.794 2.026
N 0.227 0.255 0.638
C 0.785 0.337 3.445
C 0.060 0.448 4.800
C 1.228 -1.106 3.218
C 2.040 1.215 3.481
C -2.328 -2.456 2.184
C -3.109 -1.755 1.163
C -1.501 -3.626 1.849
C -2.491 -2.046 3.589
H 0.875 4.118 0.826
H 1.247 2.417 0.401
H 1.721 3.086 1.987
H -1.034 4.436 2.887
H -1.736 2.912 3.483
H -0.018 3.308 3.820
H -1.182 2.672 -0.326
H -2.477 2.692 0.905
H -1.524 4.157 0.583
H -0.824 -0.208 4.851
H 0.757 0.130 5.592
H -0.245 1.477 5.025
H 1.780 -1.220 2.277
H 1.893 -1.384 4.050
H 0.376 -1.805 3.229
H 2.567 1.250 2.520
H 1.850 2.238 3.843
H 2.721 0.755 4.212
H -2.645 -1.821 0.168
H -4.135 -2.152 1.044
H -3.221 -0.685 1.414
H -0.419 -3.423 1.956
H -1.713 -4.490 2.506
H -1.653 -3.968 0.818
H -1.704 -2.453 4.239
H -2.505 -0.948 3.686
H -3.452 -2.388 4.018

Results of the Mulliken charge analysis, in e, for atoms 1 through 2: number 1, C, carries -0.93; number 2, C, carries -0.90


Entry 2:
Density functional theory data (ωB97M-V/def2-TZVPD) for a cluster of 4 separate species, C4H17NO3 in total.

Calculated values
SMILES string   CC[C@H](C)N.O.O.O
DFT total energy   -12055.7101 eV
Energy relative to the best compared isomer or geometry (same formula, charge and spin)   99.99 kJ/mol
Orbital gap   9.93 eV
2S+1   1

Cartesian coordinates (Å):
C 1.741 -0.737 0.643
C 1.092 -0.017 -0.536
C 0.046 -0.655 -1.405
C -0.328 0.429 -2.509
N -1.095 -1.053 -0.562
H 1.011 -0.796 1.453
H 2.318 -1.621 0.398
H 2.576 -0.032 0.927
H 1.988 0.270 -1.301
H 0.877 1.006 -0.234
H 0.508 -1.485 -1.955
H -1.253 0.171 -3.045
H -0.658 1.316 -1.965
H 0.594 0.517 -3.085
H -1.832 -1.445 -1.135
H -1.465 -0.303 0.000
O -2.462 1.872 1.408
H -1.592 2.288 1.294
H -2.226 0.951 1.277
O 0.185 2.643 1.740
H -0.016 3.531 2.095
H 0.940 2.496 2.343
O -0.208 -2.971 1.705
H -0.402 -2.462 0.903
H -0.340 -3.913 1.545

Results of the natural (NBO) charge analysis, in e, for atoms 1 through 2: number 1, C, carries -0.62; number 2, C, carries -0.40


Entry 3:
Density functional theory data (ωB97M-V/def2-TZVPD) for a structure of composition C37H33N8O4PtSe.

Calculated values
DFT total energy   -127606.3404 eV
Energy relative to the best compared isomer or geometry (same formula, charge and spin)   0.00 kJ/mol
Charge   +1
Orbital gap (alpha / beta)   6.33 / 7.08 eV
2S+1   3

Cartesian coordinates (Å):
Pt 0.744 -1.491 -1.722
C -5.366 5.199 8.794
O -4.897 3.855 8.781
C -4.346 3.406 7.641
C -4.169 4.185 6.504
C -3.579 3.625 5.379
C -3.161 2.302 5.365
C -3.353 1.529 6.516
C -3.937 2.071 7.637
C -2.524 1.688 4.195
N -2.190 0.423 4.091
C -1.627 0.298 2.849
C -1.612 1.493 2.182
N -2.196 2.381 3.054
C -1.061 1.663 0.874
C -1.017 2.865 0.150
C -0.430 2.889 -1.088
C 0.128 1.710 -1.594
N 0.085 0.573 -0.931
C -0.517 0.518 0.273
C -0.585 -0.771 0.939
N -0.137 -1.854 0.265
C -0.180 -3.044 0.841
C -0.673 -3.234 2.133
C -1.146 -2.152 2.829
C -1.117 -0.887 2.228
H -5.806 5.355 9.771
H -6.124 5.360 8.025
H -4.545 5.904 8.651
H -4.488 5.218 6.481
H -3.464 4.255 4.502
H -3.032 0.494 6.507
H -4.094 1.482 8.534
H -2.328 3.364 2.911
H -1.448 3.769 0.567
H -0.389 3.798 -1.675
H 0.623 1.695 -2.561
H 0.185 -3.876 0.255
H -0.692 -4.230 2.558
H -1.548 -2.245 3.832
C 4.512 -3.739 -2.536
N 3.696 -3.593 -3.738
C 4.208 -3.337 -5.001
C 3.165 -3.315 -5.848
N 2.032 -3.570 -5.102
C 0.672 -3.615 -5.640
C 2.356 -3.722 -3.806
Se 1.177 -4.041 -2.392
H 5.173 -2.881 -2.433
H 5.104 -4.649 -2.595
H 3.856 -3.797 -1.678
H 5.262 -3.189 -5.175
H 3.122 -3.120 -6.909
H 0.657 -3.081 -6.584
H -0.004 -3.133 -4.946
H 0.354 -4.644 -5.783
N 6.642 -0.055 0.176
C 5.403 -0.427 -0.242
C 4.914 -0.060 -1.505
C 3.652 -0.456 -1.885
N 2.856 -1.196 -1.099
C 3.321 -1.567 0.100
C 4.568 -1.221 0.561
H 7.179 0.605 -0.355
H 6.935 -0.238 1.117
H 5.521 0.535 -2.178
H 3.248 -0.199 -2.859
H 2.661 -2.180 0.703
H 4.899 -1.557 1.537
O -0.642 2.035 -5.486
C -1.285 1.243 -4.615
C -2.508 1.679 -4.098
C -3.233 0.867 -3.242
C -2.762 -0.395 -2.890
C -1.530 -0.803 -3.367
C -0.756 0.013 -4.193
C 0.653 -0.337 -4.587
O 1.073 0.054 -5.688
O 1.392 -0.990 -3.750
H 0.097 1.501 -5.854
H -2.878 2.651 -4.405
H -4.192 1.209 -2.868
H -3.357 -1.052 -2.265
H -1.195 -1.813 -3.142

Results of the Mulliken charge analysis, in e, for atoms 1 through 2: number 1, Pt, carries 2.51; number 2, C, carries -0.85


Entry 4:
Density functional theory data (ωB97M-V/def2-TZVPD) for a structure of composition C17H20BrCdN4O8P2.

Calculated values
DFT total energy   -133483.1114 eV
Energy relative to the best compared isomer or geometry (same formula, charge and spin)   35.53 kJ/mol
Charge   -1
Orbital gap (alpha / beta)   7.58 / 6.51 eV
2S+1   1

Cartesian coordinates (Å):
Cd 0.393 0.069 -0.517
O 5.690 2.214 2.502
C 4.469 1.811 2.051
C 3.348 1.805 2.884
C 2.143 1.384 2.363
N 2.010 0.979 1.095
C 3.083 0.998 0.333
Br 2.727 0.344 -2.380
C 4.341 1.404 0.736
H 5.619 2.447 3.434
H 3.420 2.118 3.919
H 1.250 1.359 2.978
H 5.181 1.400 0.056
N -0.242 -4.053 -2.808
C -0.465 -3.702 -1.360
C -0.884 -4.987 -0.634
P 1.206 -3.198 -0.624
O 2.005 -2.975 -2.034
O 1.721 -4.367 0.125
O 1.255 -1.859 0.073
P -1.935 -2.466 -1.416
O -3.100 -3.520 -0.784
O -2.432 -2.530 -2.897
O -2.009 -1.424 -0.322
H 0.681 -3.748 -3.105
H -1.581 -3.156 -3.314
H -0.340 -5.052 -2.946
H -0.055 -5.693 -0.653
H -1.779 -5.408 -1.089
H -1.111 -4.774 0.408
H 2.615 -2.224 -1.964
H -3.851 -2.970 -0.543
C -2.759 0.301 2.866
C -3.351 1.544 2.727
C -2.891 2.410 1.749
C -1.836 2.006 0.938
N -1.274 0.810 1.083
C -1.722 -0.030 2.008
C -1.273 2.877 -0.144
C -1.740 4.164 -0.386
C -1.152 4.912 -1.393
C -0.118 4.364 -2.131
C 0.286 3.071 -1.835
N -0.284 2.358 -0.869
H -3.097 -0.410 3.606
H -4.173 1.839 3.367
H -3.358 3.376 1.625
H -1.245 -1.001 2.032
H -2.548 4.586 0.194
H -1.504 5.916 -1.596
H 0.368 4.916 -2.923
H 1.081 2.570 -2.377
O -0.784 -0.801 -2.106

Results of the natural (NBO) charge analysis, in e, for atoms 1 through 2: number 1, Cd, carries 1.73; number 2, O, carries -0.66


Entry 5:
Density functional theory data (ωB97M-V/def2-TZVPD) for a structure of composition C3H12O3.

Calculated values
DFT total energy   -9442.5058 eV
Energy relative to the best compared isomer or geometry (same formula, charge and spin)   532.67 kJ/mol
Orbital gap   9.33 eV
2S+1   1

Cartesian coordinates (Å):
C -2.105 1.899 -0.034
O -3.184 1.271 -0.743
H -2.355 2.069 1.013
H -1.261 1.219 -0.147
H -1.873 2.852 -0.509
H -3.568 0.540 -0.253
C 0.293 0.086 -1.159
O 0.604 0.403 0.155
H -0.470 -0.692 -1.136
H -0.175 0.984 -1.564
H 1.228 -0.249 -1.608
H 1.050 -0.349 0.549
C 2.223 -1.634 1.199
O 1.519 -1.235 0.061
H 3.219 -1.998 0.947
H 2.221 -0.737 1.818
H 1.675 -2.468 1.639
H 0.959 -1.959 -0.228

Results of the natural (NBO) charge analysis, in e, for atoms 1 through 2: number 1, C, carries -0.26; number 2, O, carries -0.75


Entry 6:
Density functional theory data (ωB97M-V/def2-TZVPD) for a structure of composition C37H88Br12N9O18P3.

Calculated values
DFT total energy   -958434.6581 eV
Orbital gap   7.74 eV
2S+1   1

Cartesian coordinates (Å):
C 0.418 -8.379 -1.392
Br -0.870 -7.134 -0.716
Br 1.552 -7.757 -2.917
Br -0.500 -10.060 -1.848
H 1.104 -8.624 -0.582
C -1.922 -7.874 4.173
Br -0.684 -6.326 4.349
Br -3.411 -7.695 5.512
Br -1.032 -9.610 4.225
H -2.312 -7.823 3.156
C -4.108 0.127 -9.527
Br -4.016 1.829 -8.466
Br -4.241 0.365 -11.509
Br -5.722 -0.884 -9.010
H -3.208 -0.437 -9.284
C -6.526 -6.235 0.491
Br -5.750 -8.082 0.809
Br -6.272 -5.076 2.066
Br -8.335 -6.174 -0.311
H -5.887 -5.731 -0.234
O 4.505 3.624 -0.405
P 3.637 4.267 -1.470
N 2.293 3.309 -1.894
C 2.333 2.460 -3.087
C 1.584 2.690 -0.785
N 4.477 4.708 -2.938
C 5.610 3.815 -3.374
C 4.033 5.743 -3.926
N 3.047 5.808 -1.006
C 1.907 6.390 -1.627
C 4.032 6.811 -0.551
H 1.496 1.768 -3.177
H 3.200 1.815 -2.943
H 2.546 3.014 -4.001
H 0.594 2.329 -1.065
H 1.327 3.399 0.003
H 2.228 1.931 -0.342
H 6.365 4.380 -3.920
H 6.033 3.145 -2.626
H 5.183 3.163 -4.136
H 4.183 5.340 -4.928
H 2.965 5.954 -3.979
H 4.681 6.614 -3.826
H 1.403 5.732 -2.335
H 1.289 6.727 -0.795
H 2.219 7.190 -2.299
H 4.477 6.515 0.399
H 3.449 7.704 -0.324
H 4.904 6.929 -1.194
O 1.858 -1.658 7.716
P 2.355 -0.308 8.016
N 1.924 0.375 9.493
C 1.662 1.793 9.739
C 1.630 -0.486 10.645
N 1.953 0.961 6.849
C 0.668 1.583 6.696
C 2.686 0.892 5.606
N 4.027 -0.178 8.140
C 4.749 -1.188 8.896
C 4.631 1.175 8.288
H 2.025 2.043 10.736
H 0.582 1.887 9.852
H 2.067 2.495 9.011
H 0.726 -1.088 10.547
H 1.531 0.154 11.522
H 2.456 -1.159 10.873
H 0.289 2.046 7.607
H 0.591 2.259 5.844
H -0.064 0.821 6.427
H 3.757 0.700 5.675
H 2.387 0.017 5.029
H 2.490 1.700 4.901
H 5.626 -1.518 8.338
H 5.111 -0.829 9.859
H 4.185 -2.118 8.959
H 5.675 1.029 8.563
H 4.213 1.794 9.082
H 4.554 1.660 7.315
O 0.919 -0.812 -8.058
P 1.706 -1.809 -8.721
N 1.152 -3.389 -8.309
C -0.199 -3.452 -7.793
C 1.740 -4.655 -8.671
N 3.387 -1.669 -8.395
C 4.225 -0.491 -8.704
C 3.938 -2.278 -7.227
N 1.579 -1.810 -10.437
C 2.444 -2.485 -11.382
C 0.706 -0.865 -11.140
H -0.028 -3.606 -6.727
H -0.832 -4.275 -8.124
H -0.693 -2.488 -7.915
H 2.777 -4.471 -8.953
H 1.289 -5.190 -9.506
H 1.747 -5.409 -7.883
H 5.297 -0.683 -8.748
H 3.907 -0.120 -9.679
H 4.120 0.307 -7.969
H 3.493 -1.864 -6.322
H 3.728 -3.339 -7.366
H 5.023 -2.172 -7.242
H 3.437 -2.072 -11.206
H 2.421 -3.566 -11.241
H 2.241 -2.329 -12.441
H -0.009 -1.494 -11.671
H 1.271 -0.307 -11.887
H 0.310 -0.193 -10.378
C -4.703 2.759 2.012
O -4.348 3.738 2.975
C -5.205 4.154 3.838
O -6.429 3.851 3.843
O -4.575 5.013 4.663
C -5.299 5.882 5.555
H -4.813 1.844 2.594
H -3.999 2.670 1.184
H -5.686 2.994 1.602
H -5.823 6.690 5.045
H -4.648 6.298 6.325
H -6.037 5.277 6.081
C -4.390 6.626 -0.844
O -4.478 5.767 -2.014
C -5.642 5.369 -2.537
O -6.707 5.894 -2.206
O -5.426 4.226 -3.163
C -6.572 3.493 -3.657
H -4.460 6.044 0.075
H -5.035 7.505 -0.845
H -3.362 6.988 -0.886
H -7.136 4.023 -4.425
H -7.322 3.303 -2.890
H -6.077 2.635 -4.114
C -1.998 -1.931 1.378
O -2.275 -1.046 0.211
C -2.713 -1.582 -0.884
O -3.076 -2.723 -1.099
O -2.831 -0.580 -1.766
C -3.193 -0.717 -3.146
H -1.865 -2.954 1.026
H -2.883 -1.765 1.993
H -1.107 -1.636 1.933
H -2.791 0.052 -3.806
H -4.248 -0.918 -3.334
H -2.750 -1.660 -3.467
C -3.499 -2.370 6.974
O -4.921 -2.208 6.735
C -5.513 -1.093 6.224
O -4.948 -0.157 5.641
O -6.843 -1.366 6.548
C -7.886 -0.451 6.144
H -3.027 -1.422 7.233
H -3.126 -2.684 6.000
H -3.289 -3.166 7.689
H -7.888 -0.138 5.099
H -8.019 0.437 6.761
H -8.845 -0.950 6.277
C 5.673 -4.595 4.861
O 5.589 -3.966 3.558
C 4.723 -4.306 2.698
O 4.024 -5.323 2.549
O 4.664 -3.336 1.750
C 3.741 -3.392 0.681
H 6.365 -5.434 4.784
H 4.680 -4.928 5.161
H 6.163 -3.980 5.615
H 2.718 -3.256 1.032
H 3.696 -4.401 0.272
H 3.947 -2.660 -0.099

Results of the Mulliken charge analysis, in e, for atoms 1 through 2: number 1, C, carries -0.34; number 2, Br, carries 0.07